{
  "formula": "C3H14N2O2",
  "method": "ωB97M-V/def2-TZVPD",
  "largest_force_ha_per_bohr": 0.085,
  "total_charge": 0,
  "e_lumo_ev": 0.77,
  "e_tot_ev": -10412.3705,
  "relative_energy_ev": 1.4206,
  "gap_ev": 9.313,
  "symbols": ["C", "C", "N", "C", "N", "H", "H", "H", "H", "H", "H", "H", "H", "H", "H", "O", "H", "H", "O", "H", "H"],
  "xyz": [[-0.8980, 2.6400, 0.6917], [-0.8550, 1.1346, 0.8785], [-0.5129, 0.7083, 2.2161], [-2.1145, 0.3787, 0.3766], [-1.9077, -1.0981, 0.4636], [-1.4834, 3.1222, 1.4700], [-1.3148, 2.8533, -0.2908], [0.1461, 2.9477, 0.6784], [-0.0957, 0.7376, 0.1926], [-0.5318, -0.2283, 2.5670], [-0.7122, 1.3488, 2.9659], [-2.9415, 0.5824, 1.0676], [-2.3099, 0.7111, -0.6374], [-1.5678, -1.2418, 1.3910], [-2.6775, -1.4985, 0.0435], [2.6605, -0.2038, -1.8507], [3.3616, -0.5745, -2.3986], [2.9874, 0.6292, -1.5052], [3.9439, -4.2251, -2.8904], [3.2206, -3.6180, -2.7244], [3.6024, -5.1057, -2.7052]]
}


{
  "formula": "C3H14N2O2",
  "method": "ωB97M-V/def2-TZVPD",
  "largest_force_ha_per_bohr": 0.044,
  "total_charge": 0,
  "e_lumo_ev": 0.81,
  "e_tot_ev": -10413.2720,
  "relative_energy_ev": 0.5191,
  "gap_ev": 9.910,
  "symbols": ["N", "C", "C", "C", "N", "H", "H", "H", "H", "H", "H", "H", "H", "H", "H", "O", "H", "H", "O", "H", "H"],
  "xyz": [[0.0474, -3.1387, 0.2127], [-0.4368, -2.0081, -0.5535], [-0.6552, -0.7272, 0.2369], [-1.2773, 0.3910, -0.5953], [-1.4185, 1.6526, 0.1762], [-0.5915, -3.3877, 0.9604], [0.9107, -2.9217, 0.6943], [0.3070, -1.8220, -1.3300], [-1.3426, -2.1938, -1.0450], [0.2425, -0.2040, 0.5718], [-1.2116, -0.9087, 1.1559], [-0.5575, 0.6487, -1.3728], [-2.2192, 0.1301, -1.0922], [-2.0599, 1.6251, 0.9528], [-1.7417, 2.3364, -0.4947], [1.1280, 2.1729, 1.3397], [1.0859, 2.8741, 1.9959], [0.1920, 1.8844, 1.2383], [2.1156, 0.9317, -1.0611], [2.9859, 1.2516, -1.3408], [1.8732, 1.5973, -0.3911]]
}


{
  "formula": "C3H14N2O2",
  "method": "ωB97M-V/def2-TZVPD",
  "spin_multiplicity": 2,
  "largest_force_ha_per_bohr": 0.086,
  "total_charge": 1,
  "e_lumo_ev": [-3.37, -8.27],
  "e_tot_ev": -10402.8993,
  "relative_energy_ev": 1.9958,
  "gap_ev": [10.548, 5.650],
  "symbols": ["C", "C", "N", "C", "N", "H", "H", "H", "H", "H", "H", "H", "H", "H", "H", "H", "H", "O", "H", "H", "O"],
  "xyz": [[-1.7564, -2.4416, 0.5869], [-1.3985, -1.2862, -0.3563], [-1.4338, 0.1522, 0.1276], [-0.1148, 0.6109, 0.4034], [0.3564, 1.7278, 1.2606], [-1.2859, -2.3151, 1.5746], [-1.5022, -3.4522, 0.3054], [-2.8221, -2.4124, 0.6058], [-0.3754, -1.4236, -0.6713], [-1.9999, -1.4281, -1.2580], [-2.3474, 0.4881, 0.3526], [0.4436, 0.8041, -0.5300], [0.4087, -0.1535, 1.0156], [-0.1845, 2.6227, 1.1342], [0.5981, 1.4908, 2.2201], [2.3017, 2.7354, 1.2090], [3.3276, 3.6646, 0.4912], [3.0414, 3.2755, 1.4166], [2.2385, -1.3649, -3.0240], [0.8631, -0.4314, -3.1890], [1.6418, -0.8632, -3.6749]]
}


{
  "formula": "C3H14N2O2S",
  "method": "ωB97M-V/def2-TZVPD",
  "largest_force_ha_per_bohr": 0.037,
  "total_charge": 0,
  "e_lumo_ev": 0.39,
  "e_tot_ev": -21247.8822,
  "relative_energy_ev": 0.4958,
  "gap_ev": 8.994,
  "symbols": ["N", "C", "N", "C", "C", "S", "H", "H", "H", "H", "H", "H", "H", "H", "H", "H", "O", "H", "H", "O", "H", "H"],
  "xyz": [[2.1170, 0.1454, -1.0080], [1.0942, 1.0202, -1.6473], [-0.1664, 1.2390, -0.9967], [-1.1343, 0.1736, -1.2183], [-1.0828, -1.1221, -0.3353], [-1.6158, -2.6158, -1.1306], [2.3697, 0.5359, -0.1178], [1.7036, -0.7753, -0.9528], [0.9469, 0.5996, -2.6444], [1.5993, 1.9604, -1.8894], [-0.1128, 1.4669, -0.0028], [-0.9799, -0.2745, -2.1982], [-2.1422, 0.5789, -1.1416], [-1.6859, -1.0824, 0.5807], [-0.1195, -1.2355, 0.1880], [-0.8070, -2.6878, -2.2124], [-1.1273, 1.2385, 2.2906], [-0.8024, 0.4765, 2.7437], [-1.7025, 1.6936, 2.8866], [0.9223, -0.6314, 3.1080], [1.7156, -0.2886, 3.5329], [1.0101, -0.4149, 2.1650]]
}


{
  "formula": "C3H14N2O3",
  "method": "ωB97M-V/def2-TZVPD",
  "largest_force_ha_per_bohr": 0.078,
  "total_charge": 0,
  "e_lumo_ev": 0.62,
  "e_tot_ev": -12459.0600,
  "relative_energy_ev": 2.0980,
  "gap_ev": 8.377,
  "symbols": ["C", "C", "N", "C", "N", "H", "H", "H", "H", "H", "H", "H", "H", "O", "H", "H", "O", "H", "H", "O", "H", "H"],
  "xyz": [[1.1853, -0.9354, -1.8567], [0.2310, -0.6197, -0.8480], [0.6274, -0.4336, 0.5647], [-1.0857, -0.6412, -1.2633], [-2.1053, -0.0767, -0.5242], [2.2054, -1.1793, -1.4076], [1.0283, -1.9601, -2.2056], [1.2096, -0.1515, -2.6874], [1.6965, -0.4791, 0.6123], [0.4743, 0.5681, 0.8762], [-1.3437, -1.1441, -2.2643], [-2.0385, -0.4147, 0.4281], [-2.9331, -0.1539, -1.0194], [-1.1194, 2.2494, 1.3807], [-1.5466, 1.5055, 1.0070], [-1.6776, 2.5721, 2.0243], [-0.2287, -2.2633, 2.6058], [-0.4041, -2.0719, 1.6447], [0.7435, -2.2223, 2.6609], [2.0341, 2.5144, 0.3451], [1.2773, 1.9814, 0.0096], [1.7698, 3.3560, -0.0829]]
}


{
  "formula": "C3H14N2O3",
  "method": "ωB97M-V/def2-TZVPD",
  "spin_multiplicity": 2,
  "largest_force_ha_per_bohr": 0.090,
  "total_charge": 1,
  "e_lumo_ev": [-3.83, -7.54],
  "e_tot_ev": -12451.9695,
  "relative_energy_ev": 2.2136,
  "gap_ev": [10.826, 7.244],
  "symbols": ["C", "C", "C", "N", "N", "H", "H", "H", "H", "H", "H", "H", "H", "H", "H", "O", "H", "H", "O", "H", "H", "O"],
  "xyz": [[-0.3414, -0.9466, -2.1336], [-0.1324, -0.6003, -0.6891], [-0.1326, -1.5115, 0.3488], [0.3357, -1.0576, 1.6524], [-0.0213, 0.7406, -0.3845], [-0.4458, -1.9421, -2.3767], [-1.2102, -0.4170, -2.4988], [0.4602, -0.5783, -2.8747], [-0.4298, -2.6217, 0.3177], [1.2993, -1.0667, 1.6680], [-0.0629, -1.5950, 2.4135], [0.5809, 1.2652, -0.9661], [0.0734, 0.7860, 0.5836], [-1.8661, 1.8283, 2.7327], [-0.8680, 0.9192, 2.2466], [-0.9115, 1.7557, 2.7069], [4.2858, -0.1983, 0.1744], [2.8662, 0.5323, 0.3009], [3.3148, -0.2788, 0.2223], [-1.5996, 1.5331, -0.8182], [-2.9915, 1.4159, -1.3333], [-2.2032, 2.0378, -1.2928]]
}